Computed, not measured: a structure of composition C2H3FMgO at a distorted geometry, with ωB97M-V/def2-TZVPD.

Values from the calculation:
total charge = +2
total energy = -12305.929 eV
HOMO energy = -19.6 eV
F_max = 0.14975 hartree/bohr

```
8
Properties=species:S:1:pos:R:3:forces:R:3
Mg 2.9247 -0.6686 0.3681 -0.82 -0.03 -0.08
F -2.1140 0.8676 0.2760 0.17 -1.62 -2.10
O 1.0033 -0.4904 0.1885 3.16 -0.87 -1.11
C -1.2259 0.0400 -0.2830 7.58 -1.14 0.71
C 0.1731 0.4857 -0.0420 -4.74 -0.74 5.24
H -0.5200 -0.1870 -1.3240 -3.19 0.83 -0.71
H -0.4189 -1.2480 0.0102 -3.16 1.72 -0.41
H 0.1777 1.2007 0.8062 1.00 1.85 -1.55
```
Forces are in eV/Å.

Results of the Mulliken charge analysis, in e, for atoms 1 through 6:
1. Mg 1.5679
2. F -0.1045
3. O -0.5503
4. C -0.2407
5. C 0.2006
6. H 0.3547

=====

Computed, not measured: a structure of composition C28H80CsN7O12S at a distorted geometry, with ωB97M-V/def2-TZVPD.

Values from the calculation:
total charge = 0
total energy = -76712.759 eV
HOMO energy = -8.7 eV
F_max = 0.07049 hartree/bohr

```
129
Properties=species:S:1:pos:R:3:forces:R:3
Cs 3.3420 0.3039 1.5659 -0.08 -0.17 -0.05
S 0.0284 0.1579 -0.5438 1.05 -0.57 -1.44
O 0.9458 5.5744 -1.6960 0.36 0.03 0.00
O -5.5320 1.1848 3.7249 0.09 0.83 0.70
O 4.5323 0.9992 -5.0342 0.38 -0.59 -0.52
O 1.1518 5.7967 2.8369 -0.61 0.64 0.49
O 0.4409 0.4339 0.8247 -0.06 -0.22 0.26
O 1.1312 0.3819 -1.4775 0.84 -0.36 0.28
O -2.6083 -0.4547 -2.3893 -1.16 -0.33 -1.71
O -3.6189 -5.8733 -2.3840 -0.08 -0.46 -0.32
O -0.4806 -1.2026 -0.6418 0.28 -1.61 0.40
O -1.0722 0.9745 -1.0043 -2.70 2.41 -0.15
O 0.0512 -1.1951 5.5465 -0.36 0.26 1.96
O 3.2201 -4.2862 -0.2134 0.26 -0.46 0.13
N -2.5415 -2.8964 -0.5356 -0.24 0.52 -1.36
N -3.6769 0.3929 0.6735 -0.78 0.24 0.22
N 0.6588 -2.2101 2.1273 0.39 0.28 -0.01
N 1.1660 -2.3200 -2.7066 -0.89 -0.79 0.98
N 0.9992 2.1594 2.6457 0.53 -0.06 0.32
N 3.7869 1.2010 -1.4158 0.90 0.66 -0.96
N 0.1917 2.3771 -3.2998 -0.61 -0.71 0.67
C 2.3722 -5.0878 0.6150 0.49 0.92 0.04
C 0.8365 6.2015 -0.4508 -0.41 -0.54 0.68
C 0.7746 3.4723 2.0905 0.30 1.61 1.61
C 1.7841 -3.4979 -2.0498 1.63 1.43 -0.94
C -2.3722 -4.1574 -1.3190 -1.86 1.30 2.35
C 2.6277 -3.1357 -0.7752 -0.70 0.10 0.62
C 1.2600 6.6735 3.9285 0.70 0.61 1.05
C 0.3202 4.3058 -1.7012 0.53 0.09 -0.57
C 3.7921 1.1297 -6.2408 0.22 -0.49 0.05
C 1.0426 -3.5241 4.0054 -0.13 -0.32 1.62
C -0.2994 4.5719 -4.1337 0.01 1.71 -0.71
C -3.8154 -4.6278 -1.6709 2.10 -1.78 -0.81
C 0.4962 3.7786 -3.1451 0.06 -0.38 0.39
C -6.7360 0.5157 3.8799 -0.56 0.13 0.68
C 4.6131 1.0029 -2.6233 -0.20 -0.80 -0.76
C -1.6377 -5.0606 -0.3629 1.17 -1.08 -1.23
C 2.7539 -4.0758 -3.0630 1.13 0.08 -0.23
C -0.0956 0.0508 6.2255 0.26 0.37 0.18
C 1.1771 4.4588 3.2757 -0.16 -0.52 -1.96
C -0.6614 3.6791 1.6231 0.11 -0.06 -0.07
C -4.2033 0.2078 2.0707 1.24 0.13 -2.53
C 5.3686 -0.3098 -2.4895 0.55 -0.28 -0.35
C -2.9917 0.1634 2.9158 0.65 -1.05 2.16
C -5.0732 1.3665 2.4259 -0.12 0.63 -0.11
C -3.6541 -5.7872 -3.8001 -0.38 0.65 0.36
C 3.6946 1.0271 -3.8844 1.48 0.64 -0.12
C 0.1221 -2.4755 3.4780 0.33 0.85 -1.69
C 0.2067 -1.1314 4.1877 0.55 0.88 -1.44
H -2.7339 -5.4734 -4.2983 0.33 0.42 0.42
H 0.2704 -1.4360 1.6062 -0.37 -0.03 0.10
H -4.3814 -4.9594 -0.8008 0.04 0.61 0.24
H 3.4424 2.1370 -1.5969 -0.53 0.27 0.65
H -3.8600 -6.7457 -4.2761 -0.45 -0.12 0.49
H 2.5160 -4.7802 1.6521 -0.03 -0.01 0.15
H 0.4515 4.3098 4.0783 -0.01 -0.11 0.24
H -1.7626 -4.0052 -2.2102 -0.16 0.16 -0.12
H 0.8988 1.8239 -2.8342 0.46 -0.12 -0.23
H 1.3212 -4.9288 0.3723 -0.05 -0.33 -0.18
H 1.7498 -1.5074 -2.8539 0.70 -0.32 0.02
H 2.2270 -4.5484 -3.8909 0.16 0.01 -0.01
H -0.4668 -0.4269 3.6914 -0.79 -0.10 0.24
H -0.7165 -4.5463 -0.0862 0.05 0.06 0.03
H 6.1939 -0.2281 -1.7809 -0.12 0.16 0.22
H 0.5561 -1.9972 -1.9668 -0.52 0.43 -0.28
H 0.7099 -3.8472 4.9931 0.02 -0.21 0.03
H 4.7536 -1.1508 -2.1661 -0.30 0.12 0.00
H 2.9791 0.6132 -1.5887 -0.46 -0.03 0.39
H 1.4370 3.6052 1.2340 0.26 0.09 0.11
H -2.5734 -3.1558 0.4409 -0.40 0.15 0.12
H -2.8166 -0.1364 0.6069 0.03 -0.34 -0.12
H 0.5204 6.6323 4.7325 -1.02 -0.44 -0.58
H -4.3634 -3.9098 -2.2817 -0.02 0.15 0.12
H -5.8579 1.6318 1.7136 -0.41 -0.71 -0.12
H -1.3291 -5.9248 -0.9541 -0.01 -0.52 0.54
H 2.1950 4.2493 3.6090 -0.02 -0.39 0.22
H 3.3688 2.1292 -6.3532 -0.52 -0.06 0.31
H -1.3208 3.7421 2.4902 -0.16 -0.19 0.02
H 0.8359 1.5050 1.8877 -0.38 0.00 0.33
H -3.3195 1.3413 0.6826 0.05 0.31 -0.35
H 2.1340 6.4833 4.5582 0.71 -0.21 -0.46
H 3.0788 0.3050 -6.2809 -0.59 0.36 -0.06
H -4.4396 -5.0496 -3.9725 -0.09 -0.16 -0.95
H -1.7049 -2.3234 -0.5928 0.21 -0.21 0.21
H -1.3887 4.5129 -4.1325 -0.03 -0.75 0.40
H -6.6070 -0.5680 3.8773 -0.19 -0.13 -0.31
H 0.9777 -4.2240 -1.9452 0.01 0.07 0.85
H 3.5624 -4.6989 -2.6782 -0.63 -0.70 0.37
H -2.1968 0.2227 -1.8063 1.33 1.35 1.88
H 0.8132 0.6092 6.4656 0.76 -0.26 -0.94
H -7.4902 0.8694 3.1747 -0.01 -0.29 -0.31
H 1.5538 3.8341 -3.4093 0.12 0.65 0.12
H 1.3859 7.1402 -0.3982 -0.22 0.04 -0.40
H 1.1274 -4.3997 3.3630 -0.10 0.11 -0.07
H -2.1203 -5.3508 0.5701 -0.49 0.02 -0.27
H 3.3885 -3.2667 -3.4320 -0.41 0.41 -0.44
H 0.2872 1.9741 3.3408 -0.08 -0.10 0.18
H -0.4342 -0.0434 7.2577 -0.76 -0.86 -0.29
H -2.4998 -1.3277 -1.9766 -0.14 -0.80 0.83
H -0.7253 4.3784 -1.3894 -0.41 0.19 -0.37
H -0.7404 0.7435 5.6826 -0.27 -0.14 -0.08
H 3.1989 1.9904 -4.0221 -0.72 -0.01 0.88
H 5.8429 -0.6148 -3.4231 -0.15 0.12 -0.17
H 1.2042 5.5752 0.3641 0.35 -0.09 -0.06
H -0.8301 4.5710 1.0209 0.20 0.07 0.15
H 2.9961 0.1902 -3.8205 -0.24 -0.06 -0.32
H -3.2531 0.0040 3.9643 0.00 0.14 0.21
H 1.1411 -0.6542 3.8782 0.81 -0.26 0.37
H 0.0358 4.3863 -5.1545 -0.03 -0.25 0.02
H -4.5043 2.2993 2.4326 0.55 -0.09 0.13
H 0.7406 3.6458 -0.9248 0.42 -0.09 -0.35
H 2.1947 -2.5109 0.0226 -1.36 -0.64 -0.05
H -7.1038 0.8047 4.8653 -0.05 -0.19 0.09
H 2.0232 -3.0720 4.1579 0.13 -0.10 -0.20
H -0.2269 6.2978 -0.2186 -0.15 0.68 0.08
H -4.7067 -0.7591 2.0993 -0.35 0.13 0.12
H -2.0748 -0.3984 -3.1931 0.22 -0.23 -0.41
H -2.3313 1.0306 2.8814 -0.21 0.21 -0.36
H 0.7023 -3.0268 1.5357 -0.27 -0.05 0.11
H 1.3221 7.7212 3.6365 -0.07 -0.20 -0.53
H 5.3514 1.7890 -2.7848 -0.09 0.23 0.38
H 4.3990 0.9980 -7.1371 0.64 -0.08 0.40
H -0.1332 5.6376 -3.9634 0.23 0.11 0.00
H 3.4082 -2.3907 -0.9481 0.60 -0.58 -1.22
H 2.6784 -6.1299 0.5345 -0.17 0.03 -0.25
H -0.9042 2.8177 0.9994 -0.33 -0.04 0.03
H -2.4047 -0.7215 2.6640 0.16 0.03 -0.22
H -0.9330 -2.7482 3.4088 -0.09 -0.46 0.36
H -0.5375 2.2010 -2.6186 -0.67 -0.24 -0.25
```
Forces are in eV/Å.

Results of the Mulliken charge analysis, in e, for atoms 1 through 6:
1. Cs 1.1631
2. S 0.4459
3. O -0.4365
4. O -0.3531
5. O -0.4649
6. O -0.1697

=====

Computed, not measured: a structure of composition C59H49CsF5N9O6STe at a distorted geometry, with ωB97M-V/def2-TZVPD.

Values from the calculation:
total charge = -2
total energy = -119936.709 eV
HOMO energy = -1.5 eV
F_max = 0.05737 hartree/bohr

```
131
Properties=species:S:1:pos:R:3:forces:R:3
Cs -0.0494 -0.4585 0.5967 -0.62 1.73 1.34
Te 1.8507 0.8178 -1.8455 1.59 0.92 -1.06
S -1.2731 -2.1504 2.9433 -0.90 -0.27 0.53
F 1.5291 -1.1294 2.3120 1.58 -0.92 1.98
F -0.7936 -4.4603 4.7873 0.01 -0.06 0.08
F 3.8204 -2.0370 3.3006 0.05 0.02 0.03
F 3.8796 -4.1342 5.0516 0.06 -0.03 -0.01
F 1.5350 -5.3340 5.7576 0.00 -0.03 0.02
O -0.7969 0.5608 -1.4374 -1.77 0.81 -2.22
O 1.1294 -1.4051 -1.6007 -0.04 -0.94 -0.76
O -1.4981 8.9472 0.7821 0.15 -0.18 -0.09
O -2.8155 8.7041 2.4431 0.00 -0.19 -0.01
O -1.6908 -3.7528 -1.6320 0.06 0.02 -0.07
O -2.7322 -2.1887 -2.8822 0.01 0.02 -0.04
N -1.0064 2.7447 2.0396 -0.01 -0.21 -0.07
N 0.2582 0.3902 5.5580 -0.06 0.12 -0.12
N 3.3968 1.9799 5.2117 -0.04 -0.14 0.17
N 3.5469 3.2126 3.1912 -0.01 0.14 -0.10
N -2.0511 8.2410 1.6082 -0.26 0.90 0.12
N 1.6893 1.7768 3.5844 -0.09 0.01 0.00
N 1.9461 2.9071 1.5831 -0.29 0.05 0.35
N 5.1118 3.4664 4.8472 0.04 0.07 0.03
N -0.3115 3.9763 -0.2434 0.02 -0.05 -0.04
C -0.3427 -0.5666 6.2543 -0.01 0.02 -0.04
C -1.2793 4.0502 1.9212 -0.30 0.23 0.17
C -3.9581 0.4728 -3.3918 -0.05 0.04 0.09
C -1.9748 -1.4517 -1.9213 0.14 0.01 0.09
C -4.0844 -3.6276 -1.4770 0.10 0.10 -0.05
C -2.8601 -3.4926 -2.3857 -0.25 -0.19 0.01
C 0.5288 -2.6173 -1.7370 -0.02 -0.09 -0.08
C -1.0615 0.1828 -3.8394 -0.03 -0.11 0.05
C -2.1365 2.7265 4.1481 -0.02 0.00 0.08
C 2.3646 -0.4317 6.3355 0.03 0.05 0.00
C -5.3489 2.2250 -2.4938 -0.04 0.02 -0.01
C 2.6389 -3.4291 -0.6591 0.11 -0.04 0.06
C 1.5189 -4.3021 4.8891 0.06 0.01 0.03
C 2.3912 2.6367 2.8135 0.18 -0.14 0.02
C -0.5175 1.4360 -4.1294 -0.25 0.05 -0.17
C 1.1973 -2.4629 -4.1667 0.09 -0.01 0.03
C 0.4832 -4.6036 -3.3732 0.02 0.01 -0.09
C -4.3622 2.5102 -1.5622 0.00 0.02 0.00
C -0.0868 1.7633 -5.4031 -0.02 0.03 0.07
C -0.8826 4.7334 0.7044 0.00 0.24 -0.01
C 1.5873 0.4485 5.5903 -0.12 -0.11 0.04
C 1.2160 -4.3571 -5.6536 0.06 0.02 -0.02
C -2.9612 0.7545 -2.4574 -0.02 -0.01 0.11
C 0.2266 -2.7405 3.5030 0.60 -0.16 0.23
C 1.4557 -3.0122 -5.4165 0.00 0.00 -0.03
C 1.2505 -3.5534 -0.7282 -0.18 -0.20 0.13
C 2.7122 -3.6995 4.5376 -0.11 0.02 -0.03
C 0.7087 -3.2472 -3.1315 0.08 0.02 0.01
C -0.9961 -2.5287 -1.3475 0.20 -0.03 -0.24
C -1.5836 -0.0005 -2.3868 -0.22 0.29 -0.13
C -3.1791 1.7793 -1.5454 -0.04 0.08 0.04
C -2.3962 4.0630 4.0564 -0.01 0.08 -0.02
C 2.7394 -4.9806 1.1785 -0.01 0.00 0.04
C 0.3251 -3.8345 4.3851 -0.05 0.20 -0.18
C 2.6742 -2.6349 3.6591 0.11 0.03 -0.04
C -0.2280 5.8706 -1.6761 -0.11 0.14 0.13
C 1.3662 -5.1327 1.1037 0.02 -0.09 0.02
C 1.7273 -1.4263 7.0553 -0.03 -0.03 0.00
C -0.2075 0.8414 -6.4369 -0.01 -0.01 -0.07
C -0.7934 -0.3851 -6.1790 0.03 0.00 -0.01
C 0.7281 -5.1524 -4.6231 -0.01 -0.03 0.00
C -0.7654 6.6735 -0.7012 0.05 -0.02 -0.12
C -0.0142 4.5164 -1.4008 0.06 -0.18 0.02
C 0.6265 -4.4297 0.1550 -0.01 0.01 -0.05
C 3.1044 2.6703 -2.0779 0.09 0.05 0.22
C -5.1415 1.1977 -3.4069 0.03 -0.03 -0.02
C -1.4203 2.1031 3.1090 0.09 0.06 -0.06
C 0.3447 -1.5015 7.0137 0.00 -0.04 0.02
C -1.7866 6.8211 1.6269 0.02 -1.11 0.27
C -2.2108 6.1506 2.7361 0.06 0.63 -0.25
C 3.6559 -0.1736 -2.5201 0.04 -0.01 0.27
C -1.2173 -0.7108 -4.8925 0.07 -0.04 0.01
C 3.3769 -4.1273 0.2813 -0.06 -0.08 -0.05
C -2.9408 -4.4494 -3.5644 0.07 0.14 0.04
C -1.1289 6.1183 0.5430 0.01 0.08 -0.13
C -1.9718 4.7711 2.9104 0.18 -0.51 -0.02
C 1.4720 -2.1805 3.1602 -0.05 -0.15 0.23
C 3.9755 2.8581 4.3897 -0.01 0.01 -0.09
C 2.2515 1.4798 4.7424 0.11 0.20 -0.32
H -3.8072 -0.3202 -4.1106 0.03 0.00 -0.04
H -4.5075 3.3102 -0.8430 -0.01 0.00 -0.01
H 0.1417 1.0835 -7.4350 -0.02 0.01 0.01
H 2.2989 -2.1461 7.6276 0.03 -0.01 -0.02
H 5.6820 3.9053 4.1458 0.02 -0.02 0.00
H 4.0729 2.4938 -1.6002 -0.01 0.04 0.01
H -0.4449 -4.5790 0.1156 -0.01 0.07 0.03
H -0.9168 7.7224 -0.8854 -0.02 0.01 -0.03
H 4.3005 -0.3769 -1.6633 0.06 -0.01 -0.06
H 3.4018 -1.1112 -3.0080 -0.10 0.01 0.04
H -1.4243 -0.5953 6.1821 0.01 -0.06 0.00
H -5.9028 0.9631 -4.1435 -0.01 0.01 0.01
H 4.1766 0.4780 -3.2220 -0.03 0.02 0.00
H -3.9955 -2.9569 -0.6226 -0.01 -0.03 0.02
H -3.8903 -4.3149 -4.0852 0.00 -0.02 0.00
H 0.4201 3.8484 -2.1376 0.02 0.04 -0.01
H -0.1918 -2.2772 7.5433 -0.02 -0.01 -0.02
H 0.3495 2.7379 -5.5941 -0.01 0.01 0.02
H 3.3098 -5.5051 1.9373 0.00 -0.02 -0.02
H -1.1671 1.0522 3.1703 0.01 -0.10 0.11
H -0.9881 -2.3949 -0.2640 -0.42 -0.76 -0.36
H 3.4406 -0.3334 6.3210 0.00 0.00 0.00
H -0.9154 -1.1061 -6.9802 0.02 -0.03 0.03
H -4.9895 -3.3788 -2.0337 0.00 0.00 0.00
H 0.1193 -5.2338 -2.5727 0.02 0.00 0.02
H -4.1522 -4.6532 -1.1126 -0.01 0.01 0.05
H 0.0273 6.2791 -2.6442 0.02 -0.02 -0.01
H 1.3828 -1.4144 -3.9718 -0.02 0.01 0.04
H -2.6431 -1.2304 -1.0735 0.02 -0.02 0.02
H 5.5722 3.0120 5.6156 0.01 -0.02 -0.02
H -2.4439 2.1439 5.0045 0.03 -0.01 0.01
H -6.2698 2.7975 -2.5152 0.00 0.00 0.01
H 3.1280 -2.7446 -1.3392 -0.04 0.05 0.02
H 3.2841 2.9256 -3.1266 -0.08 -0.07 -0.01
H -2.7347 6.7048 3.5019 0.02 -0.02 0.04
H 4.4534 -4.0064 0.3256 0.00 0.04 -0.01
H 2.4508 3.5826 1.0386 0.04 -0.10 -0.11
H -2.9169 4.5950 4.8447 -0.02 -0.02 -0.01
H -1.6616 -1.6776 -4.7157 0.04 -0.02 0.00
H -2.8641 -5.4772 -3.2086 -0.01 -0.01 -0.02
H 1.0097 2.6300 1.2978 0.22 -0.06 -0.02
H 1.4296 -4.7890 -6.6253 -0.03 0.00 0.00
H 2.6516 3.5385 -1.5872 -0.03 -0.02 0.00
H -2.1195 -4.2420 -4.2490 0.02 -0.06 0.01
H -2.3925 1.9972 -0.8315 0.05 -0.07 -0.06
H 0.8558 -5.8008 1.7889 -0.01 0.05 0.03
H -0.5023 2.1672 -3.3343 0.16 -0.04 0.08
H 1.8480 -2.3789 -6.2044 -0.03 0.00 -0.01
H 0.5512 -6.2092 -4.7943 -0.01 0.01 0.02
```
Forces are in eV/Å.

Results of the Mulliken charge analysis, in e, for atoms 1 through 6:
1. Cs 1.4184
2. Te 2.1625
3. S -0.1241
4. F -0.6311
5. F -0.4840
6. F -0.5719

=====

Computed, not measured: a cluster of 13 separate species, H26O13 in total at a distorted geometry, with ωB97M-V/def2-TZVPD.

Values from the calculation:
total charge = 0
total energy = -27040.365 eV
HOMO energy = -10.2 eV
F_max = 0.02307 hartree/bohr

```
39
Properties=species:S:1:pos:R:3:forces:R:3
O -22.5872 12.5129 -19.0927 0.36 -0.31 0.49
O -22.9406 10.3449 -15.9725 0.08 -0.03 0.08
O -25.4804 10.2358 -22.6546 0.28 0.22 0.32
O -20.5087 8.4349 -16.3159 0.08 -0.02 0.07
O -19.3267 6.7212 -19.6287 -0.09 -0.11 -0.22
O -24.8227 11.8972 -20.5406 0.91 0.30 0.70
O -22.1038 6.2999 -18.8483 0.03 0.51 0.10
O -22.6047 9.0078 -18.7316 0.35 0.16 0.21
O -22.5104 11.1308 -22.1069 0.01 0.37 0.13
O -22.4253 8.4749 -23.0879 -0.02 0.24 -0.06
O -19.7571 9.9348 -18.8267 0.07 -0.03 0.04
O -25.2168 7.2090 -17.9747 -0.01 -0.13 0.16
O -20.5412 12.0380 -17.0576 0.26 -0.03 0.10
H -22.7697 9.7602 -19.3154 -0.12 -0.18 -0.09
H -20.2241 6.3412 -19.6459 0.19 0.15 0.14
H -21.6544 9.0597 -18.5398 0.12 0.26 -0.11
H -25.1862 10.7768 -21.8903 -0.39 -0.49 -0.53
H -20.5613 8.1453 -15.3970 -0.03 0.01 -0.08
H -20.2225 11.1248 -17.0842 -0.08 0.09 -0.23
H -22.4724 9.7732 -16.5949 -0.22 -0.01 0.01
H -24.6789 9.8298 -23.0059 -0.10 0.01 -0.03
H -22.4080 9.4012 -22.7883 -0.02 -0.25 0.00
H -22.1573 13.3714 -19.1491 -0.05 0.01 -0.10
H -22.2389 6.0630 -17.9239 0.05 -0.02 -0.08
H -25.3097 6.2544 -18.0593 0.01 0.07 -0.08
H -22.6106 10.0861 -15.1071 -0.07 0.04 -0.02
H -24.0489 11.9740 -19.9209 -0.63 0.05 -0.38
H -24.2776 7.3783 -18.1011 -0.07 0.12 -0.12
H -19.2062 6.9917 -18.7180 -0.04 -0.09 0.07
H -23.2913 11.6306 -21.8055 0.13 -0.16 -0.12
H -19.7852 7.9208 -16.6892 -0.06 0.00 0.04
H -25.3519 12.6710 -20.3230 -0.16 -0.08 -0.15
H -19.7273 10.2647 -19.7334 -0.08 -0.06 0.04
H -22.1482 12.0992 -18.3214 -0.16 0.25 -0.11
H -22.2346 7.2777 -18.8834 -0.17 -0.75 -0.14
H -20.3733 12.3283 -16.1553 -0.23 0.05 -0.04
H -18.8601 9.6299 -18.6518 -0.04 -0.04 -0.12
H -22.8944 7.9971 -22.3997 -0.02 -0.06 0.07
H -21.9215 11.7897 -22.4906 -0.05 -0.09 0.00
```
Forces are in eV/Å.

Results of the Mulliken charge analysis, in e, for atoms 1 through 6:
1. O -0.5971
2. O -0.5922
3. O -0.6513
4. O -0.4959
5. O -0.6189
6. O -0.6609